(1)
{
  "formula": "H4O2",
  "method": "ωB97M-V/def2-TZVPD",
  "species": ["O", "H", "H", "O", "H", "H"],
  "coordinates": [[-0.432, -0.108, -0.850], [-0.581, -0.263, -1.811], [0.374, -0.630, -0.636], [0.565, 0.374, 1.286], [-0.318, 0.682, 1.592], [0.391, -0.056, 0.419]],
  "mulliken_charge": [-0.62, 0.33, 0.37, -0.69, 0.29, 0.32],
  "homo_energy_ev": -10.798,
  "smiles": "O.O"
}



(2)
{
  "formula": "H4O2",
  "method": "ωB97M-V/def2-TZVPD",
  "species": ["H", "H", "H", "H", "O", "O"],
  "coordinates": [[1.779, 0.770, 0.522], [1.567, -0.838, 0.346], [-0.763, 0.086, 0.099], [-2.120, 0.748, -0.134], [1.641, 0.011, -0.116], [-1.699, -0.107, 0.012]],
  "mulliken_charge": [0.34, 0.34, 0.34, 0.31, -0.69, -0.64],
  "homo_energy_ev": -11.338,
  "smiles": "O.O"
}



(3)
{
  "formula": "H4O2",
  "method": "ωB97M-V/def2-TZVPD",
  "species": ["H", "H", "H", "H", "O", "O"],
  "coordinates": [[-1.307, 0.144, 0.850], [-1.709, 1.286, -0.064], [1.890, -0.947, -0.843], [0.786, -0.147, 0.096], [-1.020, 0.619, 0.006], [1.360, -0.955, -0.044]],
  "mulliken_charge": [0.34, 0.31, 0.31, 0.37, -0.67, -0.66],
  "homo_energy_ev": -10.859,
  "smiles": "O.O"
}



Respective ΔE to the lowest compared entry with this formula, charge and spin values: 26.7 3.9 5.6 kcal/mol.